{
  "formula": "C19H35NO2P2V",
  "method": "ωB97M-V with the def2-TZVPD basis set",
  "spin_multiplicity": 2,
  "lumo_ha": [-0.2480, -0.2434],
  "homo_lumo_gap_ev": [5.68, 5.86],
  "homo_energy_ev": [-12.4, -12.5],
  "total_charge": 2,
  "elements": ["P", "P", "C", "C", "H", "H", "H", "H", "C", "H", "H", "H", "C", "H", "H", "H", "C", "H", "H", "H", "C", "H", "H", "H", "V", "C", "C", "C", "C", "C", "C", "C", "C", "C", "H", "H", "H", "H", "H", "H", "H", "H", "H", "H", "H", "H", "H", "H", "H", "O", "C", "C", "C", "C", "O", "N", "H", "H", "H", "H"],
  "coordinates": [[1.878, -0.493, 1.997], [-2.224, -0.392, 0.181], [0.918, 0.004, 0.473], [-0.586, 0.532, 0.542], [1.239, -0.746, -0.401], [1.480, 0.829, 0.023], [-0.743, 0.925, 1.588], [-0.639, 1.412, -0.154], [-2.143, -1.279, -1.418], [-3.053, -1.892, -1.450], [-1.305, -1.995, -1.707], [-2.208, -0.512, -2.195], [-3.604, 0.729, 0.171], [-3.214, 1.641, -0.312], [-4.025, 1.027, 1.147], [-4.429, 0.361, -0.460], [3.460, -1.067, 1.359], [3.882, -1.755, 2.101], [4.151, -0.232, 1.207], [3.325, -1.608, 0.411], [2.001, 0.995, 2.973], [1.038, 1.526, 3.036], [2.734, 1.677, 2.514], [2.346, 0.767, 3.993], [-0.232, -1.526, -0.305], [-0.315, 2.287, -2.320], [-0.084, 1.168, -3.010], [1.082, 1.069, -3.956], [2.483, 1.387, -3.363], [2.595, 1.255, -1.872], [2.372, 2.287, -1.026], [1.791, 3.587, -1.455], [0.537, 3.544, -2.387], [0.993, -1.915, 2.709], [-1.270, 2.451, -1.802], [-0.862, 0.404, -3.085], [0.958, 1.732, -4.833], [1.090, 0.044, -4.342], [3.198, 0.684, -3.831], [2.782, 2.400, -3.697], [2.981, 0.296, -1.512], [2.771, 2.278, -0.002], [2.556, 4.220, -1.937], [1.509, 4.111, -0.534], [-0.092, 4.407, -2.089], [0.885, 3.761, -3.416], [0.079, -1.569, 3.218], [1.629, -2.435, 3.450], [0.687, -2.666, 1.931], [-2.560, -0.493, 2.576], [-2.647, -1.690, 2.244], [-3.408, -2.815, 2.892], [-2.898, -4.056, 2.194], [-1.948, -3.541, 1.120], [-1.068, -4.132, 0.493], [-2.002, -2.145, 1.111], [-3.252, -2.813, 3.973], [-4.482, -2.680, 2.687], [-2.418, -4.774, 2.875], [-3.717, -4.575, 1.686]]
}

=====

{
  "formula": "C5H14",
  "method": "ωB97M-V with the def2-TZVPD basis set",
  "de_lowest_kj_mol": 92.8,
  "lumo_ha": 0.0389,
  "smiles": "CCC.CC",
  "homo_lumo_gap_ev": 12.39,
  "homo_energy_ev": -11.3,
  "total_charge": 0,
  "elements": ["C", "C", "C", "H", "H", "H", "H", "H", "H", "H", "H", "C", "C", "H", "H", "H", "H", "H", "H"],
  "coordinates": [[-0.524, 1.162, -1.016], [-0.214, 2.306, -1.946], [-1.504, 0.085, -1.549], [-0.909, 1.531, -0.064], [0.398, 0.668, -0.742], [0.274, 3.102, -1.361], [0.528, 2.118, -2.726], [-1.557, 0.275, -2.640], [-2.537, 0.272, -1.296], [-1.093, 2.809, -2.330], [-1.075, -0.909, -1.477], [0.841, -1.038, 2.379], [1.327, -2.456, 2.036], [0.320, -1.093, 3.328], [1.572, -0.218, 2.474], [0.356, -0.487, 1.562], [1.582, -2.486, 0.970], [2.280, -2.624, 2.523], [0.436, -3.068, 2.143]]
}

=====

{
  "formula": "C4H6NS",
  "method": "ωB97M-V with the def2-TZVPD basis set",
  "de_lowest_kj_mol": 274.4,
  "lumo_ha": -0.2558,
  "homo_lumo_gap_ev": 7.26,
  "homo_energy_ev": -14.2,
  "total_charge": 1,
  "elements": ["C", "C", "C", "C", "N", "S", "H", "H", "H", "H", "H", "H"],
  "coordinates": [[-0.713, -1.949, 0.745], [-0.481, -0.560, 0.975], [0.262, -2.535, -0.069], [0.438, 2.064, -0.423], [0.709, -0.210, 0.485], [1.541, -1.381, -0.341], [-1.564, -2.500, 1.179], [-1.016, 0.249, 1.247], [0.309, -3.504, -0.408], [1.477, 2.364, 0.037], [0.358, 1.607, -1.439], [-0.532, 2.325, 0.108]]
}

=====

{
  "formula": "C5H7NO",
  "method": "ωB97M-V with the def2-TZVPD basis set",
  "de_lowest_kj_mol": 324.6,
  "lumo_ha": 0.0296,
  "smiles": "OCC#C[C@H]1CN1",
  "homo_lumo_gap_ev": 10.11,
  "homo_energy_ev": -9.3,
  "total_charge": 0,
  "elements": ["O", "C", "C", "C", "C", "C", "N", "H", "H", "H", "H", "H", "H", "H"],
  "coordinates": [[-2.747, -1.917, 0.271], [-1.482, -2.100, -0.332], [-0.627, -0.918, -0.154], [-0.021, 0.089, 0.121], [0.646, 1.323, 0.474], [2.072, 1.523, 0.112], [1.030, 2.283, -0.564], [-2.601, -1.501, 1.129], [-0.969, -2.987, 0.073], [-1.673, -2.281, -1.396], [0.267, 1.787, 1.382], [2.565, 0.709, -0.413], [2.708, 2.100, 0.778], [0.833, 1.891, -1.481]]
}

=====

{
  "formula": "C31H37As3Cl2F5NO2Pt",
  "method": "ωB97M-V with the def2-TZVPD basis set",
  "de_lowest_kj_mol": 69.7,
  "lumo_ha": -0.0199,
  "homo_lumo_gap_ev": 6.84,
  "homo_energy_ev": -7.4,
  "total_charge": 0,
  "elements": ["Pt", "C", "As", "C", "C", "C", "C", "C", "As", "C", "C", "C", "As", "C", "C", "H", "H", "H", "H", "H", "H", "H", "H", "H", "H", "H", "H", "H", "H", "H", "H", "H", "H", "H", "H", "H", "H", "H", "H", "H", "H", "H", "Cl", "C", "C", "C", "C", "C", "Cl", "C", "N", "C", "C", "C", "C", "C", "C", "C", "C", "O", "O", "H", "H", "H", "H", "H", "H", "H", "H", "H", "H", "F", "C", "C", "C", "F", "C", "F", "C", "F", "C", "F"],
  "coordinates": [[-0.043, -0.085, -0.219], [1.674, 3.530, -0.897], [1.601, 1.600, -1.120], [3.298, 1.119, -0.329], [2.023, 1.537, -3.035], [1.613, 0.284, -3.829], [2.113, -1.003, -3.163], [0.085, 0.262, -3.970], [-1.061, -0.135, -2.416], [-2.228, -1.479, -3.169], [-2.238, 1.403, -2.524], [2.182, 0.403, -5.259], [4.082, 0.173, -5.780], [4.295, -1.766, -5.583], [5.161, 0.694, -4.227], [2.579, 3.908, -1.371], [1.695, 3.757, 0.168], [0.799, 3.998, -1.344], [4.082, 1.758, -0.727], [3.515, 0.073, -0.538], [3.217, 1.240, 0.748], [3.097, 1.690, -3.122], [1.542, 2.418, -3.468], [1.732, -1.095, -2.153], [3.200, -1.022, -3.106], [1.785, -1.883, -3.727], [-0.195, -0.481, -4.717], [-0.262, 1.232, -4.328], [-2.750, -1.032, -4.012], [-2.944, -1.797, -2.414], [-1.652, -2.341, -3.490], [-2.617, 1.497, -3.539], [-1.697, 2.304, -2.244], [-3.069, 1.269, -1.835], [1.921, 1.384, -5.662], [1.688, -0.326, -5.910], [3.458, -2.282, -6.056], [4.380, -2.093, -4.548], [5.206, -2.047, -6.113], [5.219, 1.780, -4.151], [6.164, 0.318, -4.433], [4.825, 0.277, -3.278], [-4.901, -0.386, 1.866], [-5.302, -0.492, 3.556], [-6.587, -0.860, 3.911], [-6.930, -0.944, 5.249], [-5.970, -0.695, 6.216], [-4.681, -0.346, 5.847], [-3.502, -0.190, 7.109], [-4.307, -0.197, 4.502], [-3.026, 0.148, 4.086], [-2.296, 1.270, 4.546], [-2.936, 2.406, 5.035], [-2.202, 3.514, 5.426], [-0.817, 3.509, 5.317], [-0.178, 2.375, 4.835], [-0.898, 1.246, 4.457], [-0.201, 0.009, 3.924], [-0.308, -0.007, 2.414], [0.583, 0.618, 1.715], [-1.267, -0.575, 1.859], [-7.313, -1.064, 3.134], [-7.937, -1.224, 5.539], [-6.202, -0.799, 7.268], [-2.723, -0.222, 3.191], [-4.018, 2.412, 5.114], [-2.717, 4.389, 5.804], [-0.240, 4.379, 5.609], [0.906, 2.351, 4.761], [-0.687, -0.885, 4.307], [0.851, 0.013, 4.203], [2.451, -1.294, 1.565], [1.956, -2.268, 0.770], [0.861, -2.039, -0.037], [0.472, -3.124, -0.793], [-0.567, -3.037, -1.659], [1.102, -4.352, -0.767], [0.676, -5.368, -1.528], [2.202, -4.523, 0.043], [2.840, -5.692, 0.078], [2.632, -3.472, 0.817], [3.704, -3.628, 1.601]]
}

=====

{
  "formula": "C19H23N3O2",
  "method": "ωB97M-V with the def2-TZVPD basis set",
  "de_lowest_kj_mol": 165.0,
  "lumo_ha": 0.0227,
  "smiles": "COc1ccc(CNC(=O)N2CCN(c3ccccc3)CC2)cc1",
  "homo_lumo_gap_ev": 8.38,
  "homo_energy_ev": -7.8,
  "total_charge": 0,
  "elements": ["C", "H", "O", "C", "C", "C", "C", "C", "C", "H", "H", "C", "N", "C", "O", "N", "C", "H", "C", "N", "C", "C", "C", "C", "C", "C", "H", "H", "H", "H", "H", "C", "H", "C", "H", "H", "H", "H", "H", "H", "H", "H", "H", "H", "H", "H", "H"],
  "coordinates": [[-4.504, -3.490, -1.039], [-3.443, -3.759, -1.059], [-4.795, -2.608, 0.018], [-4.190, -1.387, 0.032], [-4.533, -0.552, 1.096], [-3.976, 0.704, 1.206], [-3.072, 1.166, 0.258], [-2.732, 0.331, -0.798], [-3.280, -0.934, -0.917], [-2.993, -1.553, -1.753], [-2.031, 0.681, -1.541], [-2.423, 2.520, 0.379], [-1.003, 2.409, 0.665], [-0.090, 2.534, -0.345], [-0.386, 2.955, -1.449], [1.201, 2.209, -0.020], [1.617, 1.690, 1.266], [1.055, 0.775, 1.500], [3.109, 1.339, 1.194], [3.389, 0.515, 0.049], [3.427, -0.865, 0.122], [3.841, -1.600, -0.997], [3.926, -2.976, -0.955], [3.612, -3.670, 0.201], [3.209, -2.958, 1.317], [3.112, -1.580, 1.283], [2.775, -1.071, 2.173], [2.955, -3.480, 2.228], [3.681, -4.746, 0.233], [4.250, -3.513, -1.836], [4.118, -1.085, -1.904], [3.053, 1.144, -1.220], [3.965, 1.394, -1.780], [2.240, 2.423, -1.002], [1.744, 2.714, -1.930], [2.891, 3.249, -0.689], [2.460, 0.445, -1.819], [3.701, 2.256, 1.113], [3.422, 0.832, 2.106], [1.445, 2.427, 2.064], [-0.768, 1.862, 1.476], [-2.499, 3.068, -0.563], [-2.895, 3.102, 1.177], [-4.254, 1.339, 2.036], [-5.241, -0.915, 1.825], [-5.097, -4.383, -0.849], [-4.790, -3.066, -2.007]]
}

=====

{
  "formula": "C42H41BrCsN4OP2",
  "method": "ωB97M-V with the def2-TZVPD basis set",
  "lumo_ha": -0.0704,
  "homo_lumo_gap_ev": 8.39,
  "homo_energy_ev": -10.3,
  "total_charge": 1,
  "elements": ["Cs", "C", "N", "C", "P", "C", "C", "C", "C", "C", "C", "C", "C", "C", "C", "C", "C", "C", "C", "C", "C", "C", "C", "P", "C", "C", "C", "C", "C", "C", "C", "C", "C", "C", "C", "C", "H", "H", "H", "H", "H", "H", "H", "H", "H", "H", "H", "H", "H", "H", "H", "H", "H", "H", "H", "H", "H", "H", "H", "H", "H", "H", "H", "H", "H", "N", "C", "N", "C", "C", "O", "C", "C", "H", "H", "H", "H", "H", "H", "H", "H", "Br", "C", "C", "C", "C", "N", "C", "H", "H", "H", "H"],
  "coordinates": [[0.359, 0.490, -0.004], [2.246, -0.072, 4.154], [3.166, -0.647, 3.173], [3.905, 0.309, 2.361], [3.558, 0.009, 0.548], [4.911, 0.985, -0.216], [5.593, 0.514, -1.339], [6.564, 1.291, -1.954], [6.869, 2.551, -1.457], [6.195, 3.033, -0.345], [5.219, 2.257, 0.268], [4.189, -1.701, 0.398], [3.321, -2.698, -0.034], [3.731, -4.026, -0.089], [5.019, -4.363, 0.295], [5.899, -3.373, 0.722], [5.488, -2.052, 0.767], [3.899, -1.793, 3.637], [5.114, -1.664, 4.301], [5.795, -2.793, 4.736], [5.260, -4.057, 4.523], [4.041, -4.187, 3.872], [3.366, -3.059, 3.426], [0.470, 0.023, 3.542], [0.035, 1.790, 3.819], [0.507, 2.546, 4.896], [0.109, 3.864, 5.065], [-0.790, 4.444, 4.175], [-1.282, 3.701, 3.115], [-0.862, 2.387, 2.936], [-0.408, -0.772, 4.948], [-0.047, -2.073, 5.303], [-0.721, -2.745, 6.311], [-1.775, -2.129, 6.973], [-2.151, -0.843, 6.616], [-1.474, -0.168, 5.609], [2.571, 0.930, 4.448], [2.247, -0.690, 5.048], [4.983, 0.256, 2.527], [3.590, 1.324, 2.606], [5.374, -0.474, -1.726], [7.087, 0.909, -2.821], [7.633, 3.153, -1.933], [6.432, 4.013, 0.049], [4.700, 2.654, 1.133], [2.308, -2.440, -0.325], [3.047, -4.793, -0.429], [5.343, -5.395, 0.259], [6.906, -3.635, 1.022], [6.183, -1.287, 1.096], [5.533, -0.679, 4.478], [6.742, -2.684, 5.250], [5.793, -4.936, 4.862], [3.623, -5.171, 3.694], [2.434, -3.146, 2.880], [1.172, 2.099, 5.624], [0.480, 4.434, 5.907], [-1.115, 5.467, 4.325], [-2.006, 4.130, 2.433], [-1.268, 1.805, 2.116], [0.770, -2.571, 4.789], [-0.423, -3.751, 6.580], [-2.299, -2.650, 7.764], [-2.973, -0.358, 7.128], [-1.778, 0.839, 5.350], [0.109, 3.222, -0.368], [0.048, 4.348, -0.096], [-0.003, 5.641, 0.176], [-1.313, 6.303, 0.294], [-1.118, 7.789, 0.069], [-0.154, 8.305, 0.966], [1.114, 7.713, 0.749], [1.062, 6.223, 1.015], [-1.726, 6.138, 1.293], [-1.990, 5.887, -0.450], [-2.050, 8.317, 0.259], [-0.808, 7.970, -0.966], [1.812, 8.188, 1.433], [1.443, 7.894, -0.280], [0.847, 6.036, 2.071], [2.010, 5.756, 0.755], [-5.948, -2.872, 0.334], [-5.071, -1.213, 0.181], [-5.794, -0.040, 0.074], [-5.092, 1.150, -0.034], [-3.708, 1.109, -0.030], [-3.011, -0.024, 0.073], [-3.686, -1.167, 0.178], [-6.875, -0.059, 0.075], [-5.614, 2.093, -0.122], [-3.129, 2.024, -0.119], [-3.110, -2.080, 0.267]]
}

=====

{
  "formula": "C46H26Cl7N4O2PSn",
  "method": "ωB97M-V with the def2-TZVPD basis set",
  "de_lowest_kj_mol": 5.1,
  "lumo_ha": -0.0096,
  "homo_lumo_gap_ev": 7.50,
  "homo_energy_ev": -7.8,
  "total_charge": 0,
  "elements": ["Sn", "Cl", "C", "C", "C", "N", "C", "O", "C", "C", "C", "C", "C", "N", "C", "C", "C", "Cl", "N", "C", "O", "C", "C", "C", "C", "C", "N", "H", "H", "H", "H", "H", "H", "H", "H", "H", "H", "C", "C", "C", "C", "C", "C", "P", "C", "C", "C", "C", "C", "C", "C", "C", "C", "C", "C", "C", "C", "C", "C", "C", "H", "H", "H", "H", "H", "H", "H", "H", "H", "H", "H", "H", "H", "H", "H", "H", "Cl", "C", "C", "C", "Cl", "C", "Cl", "C", "Cl", "C", "Cl"],
  "coordinates": [[-0.023, -1.009, -0.588], [-6.698, -1.499, -0.975], [-5.124, -1.295, -0.285], [-4.097, -2.112, -0.732], [-2.822, -1.942, -0.215], [-1.648, -2.533, -0.706], [-1.654, -3.692, -1.361], [-2.590, -4.452, -1.569], [-0.282, -4.078, -1.871], [-0.109, -5.307, -2.493], [1.142, -5.634, -2.974], [2.173, -4.715, -2.833], [1.906, -3.513, -2.208], [0.707, -3.201, -1.720], [-2.603, -0.981, 0.786], [-3.625, -0.165, 1.216], [-4.891, -0.317, 0.673], [-6.157, 0.735, 1.210], [-1.260, -0.884, 1.212], [-0.959, -1.614, 2.294], [-1.690, -1.929, 3.216], [0.447, -2.169, 2.282], [0.971, -2.764, 3.419], [2.204, -3.380, 3.335], [2.870, -3.388, 2.116], [2.285, -2.760, 1.038], [1.097, -2.160, 1.119], [-4.287, -2.859, -1.484], [-0.966, -5.959, -2.579], [1.313, -6.582, -3.464], [3.165, -4.917, -3.209], [2.676, -2.762, -2.110], [-3.443, 0.582, 1.974], [0.379, -2.745, 4.321], [2.641, -3.856, 4.201], [3.833, -3.864, 2.001], [2.778, -2.720, 0.080], [3.638, 4.784, 0.134], [3.107, 4.074, -0.935], [2.122, 3.128, -0.712], [1.653, 2.879, 0.579], [2.186, 3.597, 1.643], [3.175, 4.546, 1.417], [0.381, 1.579, 0.741], [-0.051, 1.568, 2.513], [0.851, 0.962, 3.388], [0.563, 0.854, 4.738], [-0.640, 1.337, 5.232], [-1.544, 1.935, 4.369], [-1.250, 2.055, 3.019], [-1.013, 2.376, -0.107], [-1.349, 3.664, 0.229], [-2.393, 4.346, -0.416], [-3.077, 3.716, -1.414], [-2.743, 2.402, -1.814], [-3.469, 1.793, -2.866], [-3.167, 0.531, -3.267], [-2.127, -0.169, -2.623], [-1.389, 0.368, -1.603], [-1.693, 1.696, -1.165], [4.410, 5.523, -0.036], [3.463, 4.255, -1.941], [1.702, 2.582, -1.551], [1.837, 3.415, 2.651], [3.583, 5.100, 2.252], [1.782, 0.565, 3.010], [1.274, 0.381, 5.402], [-0.875, 1.240, 6.283], [-2.489, 2.303, 4.743], [-1.975, 2.508, 2.355], [-0.790, 4.175, 1.005], [-2.642, 5.356, -0.122], [-3.888, 4.216, -1.926], [-4.270, 2.350, -3.332], [-3.727, 0.052, -4.059], [-1.944, -1.188, -2.939], [3.271, -0.030, 0.842], [3.057, 0.165, -0.868], [1.936, -0.345, -1.516], [1.911, -0.152, -2.897], [0.598, -0.776, -3.841], [2.896, 0.547, -3.594], [2.784, 0.786, -5.293], [3.983, 1.069, -2.899], [5.194, 1.962, -3.727], [4.073, 0.862, -1.528], [5.420, 1.500, -0.670]]
}